# 1
DFT (ωB97M-V/def2-TZVPD) results for a cluster of 3 separate species, C12H28O4P in total.

net charge: +1
HOMO-LUMO gap: 7.768 eV
E_tot: -30368.0194 eV
HOMO: -11.27 eV
E_LUMO: -3.50 eV

```
45
C12H28O4P | OMol25 | ωB97M-V/def2-TZVPD
H -6.216 -1.194 1.766
C 5.394 1.519 1.964
H -4.831 -1.532 -0.185
C -7.401 -0.361 0.113
H -1.448 1.070 -1.183
C -5.041 -0.484 0.063
C 7.009 -0.168 2.333
H -2.688 -1.200 -1.254
H 2.367 -2.507 -1.879
H 1.143 0.242 0.909
H 0.434 0.131 -3.107
H 5.179 -0.013 3.463
C -1.974 -0.883 -2.019
H 0.453 -2.106 -3.645
H -6.143 0.563 1.588
C -6.871 0.439 -1.065
H 1.633 0.724 -0.685
H 7.298 -0.495 1.327
O -5.458 0.173 -1.145
C 6.656 2.133 2.554
C 2.070 -1.486 -1.650
C -1.990 0.661 -2.032
H -8.292 0.078 0.557
H -2.357 -1.308 -2.945
H 4.482 2.016 2.298
H 7.036 2.968 1.965
H -7.343 0.154 -2.005
H -4.121 -0.025 0.436
H 7.366 -0.905 3.051
P 0.488 -1.173 -2.596
C -6.201 -0.381 1.042
H 6.487 2.479 3.578
H -1.612 1.094 -2.956
C 1.855 0.019 0.121
O -0.686 -1.456 -1.609
H 5.428 1.564 0.871
H 4.931 -0.631 1.825
H -7.008 1.514 -0.919
H -3.037 0.946 -1.952
O 7.634 1.091 2.589
H 2.868 -0.828 -2.004
O 1.785 -1.345 -0.306
H 2.855 0.204 0.509
H -7.645 -1.378 -0.205
C 5.510 0.072 2.426
```

---

# 2
DFT (ωB97M-V/def2-TZVPD) results for a structure of composition C42H47N9ORbS3Si.

net charge: -1
HOMO-LUMO gap: 5.557 eV
E_tot: -100817.4949 eV
HOMO: -3.76 eV
E_LUMO: 1.80 eV
relative energy (zero: lowest compared OMol25 entry of this formula, charge and spin): 0.972 eV

```
104
C42H47N9ORbS3Si | OMol25 | ωB97M-V/def2-TZVPD
Rb -0.083 0.485 0.371
C -3.523 5.634 -1.096
H -7.436 -2.440 -0.210
C 3.079 -5.534 4.141
C 2.664 -3.142 3.480
H -6.176 -4.156 3.239
H 2.253 -2.754 -4.174
H 1.430 1.973 -4.220
H -1.939 1.374 -5.464
C -2.439 -0.033 3.592
C 2.828 -2.332 1.178
S 2.238 4.797 3.200
C 2.587 -2.106 2.559
N -1.251 3.164 0.155
C 2.633 3.234 -2.940
H -1.956 3.337 -3.888
H -0.511 0.736 -4.644
C -4.240 -1.576 3.702
C 3.524 -1.346 -0.808
H -3.928 -4.665 1.291
C -1.051 2.765 -4.101
H -5.072 -4.771 -0.038
C -4.303 -1.572 2.326
H 2.980 1.526 5.271
C 6.496 -0.822 -3.969
H 3.807 -0.834 -4.177
H 2.726 3.446 -1.877
N 2.402 -0.815 3.112
H -6.050 -1.575 -0.870
H 3.436 -6.455 3.684
C -2.477 4.962 -0.484
C 2.629 0.873 4.497
C 0.134 -2.265 -3.679
N 1.835 -1.378 -2.612
H 0.085 5.900 2.854
O 0.104 4.338 -2.384
C 3.162 -1.167 -2.172
H -3.687 -3.694 -0.148
H 5.234 -1.544 0.461
H 3.626 -5.649 1.462
H -0.471 -2.845 -4.346
C 5.485 -0.992 -2.871
C -6.589 -1.806 0.041
C 0.730 5.146 2.452
H 6.912 -1.253 -1.288
N 1.398 0.005 2.840
C 3.010 -4.434 3.121
C -3.365 -0.762 1.635
H 3.459 -3.854 -0.184
H 4.040 -0.855 4.459
C 1.517 1.032 3.667
H 3.337 2.910 2.055
C 3.229 -3.655 0.854
H 6.276 -1.492 -4.800
H -3.263 1.712 -1.202
H -3.588 6.714 -1.087
C -0.290 -1.393 -2.672
C 2.454 3.518 2.037
C -6.681 -3.517 2.522
H -1.295 -1.151 -2.377
N 2.651 -1.422 0.207
C -3.297 -0.794 4.364
C -4.479 4.862 -1.729
C 3.174 -0.330 4.106
H -4.923 -2.194 4.271
H -5.320 5.349 -2.204
H -1.077 6.330 0.356
N 0.750 -0.865 -2.044
S -3.393 -0.749 -0.060
Si -5.451 -2.671 1.314
H 3.753 -5.266 4.957
C -4.440 -4.089 0.524
H 0.805 1.836 3.647
S -0.088 2.883 -2.515
H -5.148 2.900 -2.278
H -1.689 0.595 4.061
H 2.456 -2.921 4.521
H 2.096 -5.726 4.573
H -3.227 -0.788 5.442
C -0.692 4.258 0.589
C 3.314 -4.661 1.779
C 4.127 -0.972 -3.150
C 5.861 -1.209 -1.546
C -4.385 3.467 -1.767
N 1.500 3.390 1.196
C -3.336 2.790 -1.180
C -1.400 1.352 -4.517
H -0.469 3.291 -4.859
C -2.376 3.550 -0.519
H 3.580 2.836 -3.298
H 6.489 0.197 -4.357
H 2.412 4.166 -3.459
C 1.528 2.227 -3.167
H -6.980 -0.872 0.434
N -1.403 5.385 0.258
H 1.708 1.324 -2.588
H -2.037 0.882 -3.771
C 1.509 -2.228 -3.609
H -7.373 -4.140 1.963
C 0.503 4.289 1.403
C 4.922 -1.377 -0.562
H -7.270 -2.792 3.076
H 7.500 -1.038 -3.610
N -2.459 -0.004 2.271
```

---

# 3
DFT (ωB97M-V/def2-TZVPD) results for an isolated molecule of C5H7NO.

HOMO-LUMO gap: 8.500 eV
E_tot: -8830.1732 eV
HOMO: -7.90 eV
E_LUMO: 0.60 eV
relative energy (zero: lowest compared OMol25 entry of this formula, charge and spin): 6.030 eV

```
14
C5H7NO | OMol25 | ωB97M-V/def2-TZVPD
C 0.031 -1.396 -0.221
O 1.004 -1.857 -1.118
H -2.400 0.183 -0.080
C -1.648 0.145 0.716
H -1.680 1.118 1.219
C -0.295 -0.126 0.060
H 0.912 2.897 0.314
H 2.410 -1.697 -2.349
H -1.910 -0.633 1.434
C 0.166 1.169 -0.390
C 1.915 -1.046 -1.579
H -0.537 -2.243 0.147
H 1.240 1.574 1.350
N 0.791 1.910 0.498
```

---

# 4
DFT (ωB97M-V/def2-TZVPD) results for an isolated molecule of C8H14O6.

HOMO-LUMO gap: 10.702 eV
structure (SMILES): OC[C@H](O)[C@@H]1OCO[C@@H]2COCO[C@@H]12
E_tot: -20806.2481 eV
HOMO: -9.92 eV
E_LUMO: 0.78 eV
relative energy (zero: lowest compared OMol25 entry of this formula, charge and spin): 0.386 eV

```
28
C8H14O6 | OMol25 | ωB97M-V/def2-TZVPD
H -0.696 1.865 3.327
H -1.766 2.671 -0.147
C -0.271 0.304 0.451
C -0.755 1.778 2.257
H -0.520 -1.846 0.256
H 2.037 -2.834 -0.918
C -1.672 0.500 -0.126
O -0.284 0.472 1.884
C 0.211 -1.087 -0.095
O 2.808 -0.555 -1.495
H -0.093 2.573 1.838
H 1.905 -0.480 -1.878
C 2.717 -0.527 -0.072
H -1.806 -1.517 -1.842
H -1.020 -0.713 -3.181
O 1.960 -2.788 0.042
C -1.130 -0.707 -2.117
H -3.317 1.924 0.076
H 3.666 -0.797 0.342
H 1.603 -1.375 1.530
O -1.628 0.519 -1.591
H 0.373 1.052 0.020
C -2.264 1.825 0.345
H -2.308 -0.322 0.191
O 0.182 -0.992 -1.544
C 1.601 -1.429 0.437
O -2.077 1.957 1.772
H 2.547 0.532 0.240
```

---

# 5
DFT (ωB97M-V/def2-TZVPD) results for a structure of composition C5H9N3.

HOMO-LUMO gap: 8.429 eV
E_tot: -9795.8159 eV
HOMO: -7.70 eV
E_LUMO: 0.73 eV
relative energy (zero: lowest compared OMol25 entry of this formula, charge and spin): 5.651 eV

```
17
C5H9N3 | OMol25 | ωB97M-V/def2-TZVPD
C 1.611 1.606 0.444
C -2.817 -0.184 -0.591
H 3.324 -0.276 -0.745
H 2.014 -1.487 -1.163
H -3.127 -0.685 -1.514
C 2.264 -0.527 -0.729
C 1.378 0.280 -0.178
N -0.996 0.505 -0.743
H 2.671 1.883 0.406
N -3.670 0.206 0.228
H 1.025 2.366 -0.075
C -0.485 -0.349 -0.066
H 0.114 -2.308 0.250
N -0.525 -1.558 0.486
H 1.315 1.610 1.496
H -3.308 0.681 1.057
H -0.790 -1.764 1.437
```

---

# 6
DFT (ωB97M-V/def2-TZVPD) results for a cluster of 9 separate species, C6H29NO8 in total.

HOMO-LUMO gap: 9.449 eV
structure (SMILES): C=CC[C@H](C)NC.O.O.O.O.O.O.O.O
E_tot: -24561.4970 eV
HOMO: -9.14 eV
E_LUMO: 0.31 eV
relative energy (zero: lowest compared OMol25 entry of this formula, charge and spin): 3.009 eV

```
44
C6H29NO8 | OMol25 | ωB97M-V/def2-TZVPD
H 0.444 1.147 2.609
H 1.304 1.601 -0.938
H -0.150 2.568 2.335
H -0.071 -2.074 -4.141
C 1.070 1.721 -2.010
H -1.307 -0.508 3.439
H -0.675 0.683 4.035
N 0.511 -1.448 -1.666
H 1.543 -3.090 -2.795
H 3.028 0.598 -0.433
H -3.119 -1.314 1.927
O 1.518 -0.919 3.369
H 2.498 -2.128 -1.730
O 3.725 0.470 0.214
H -0.120 -0.518 -4.855
O -4.160 -0.475 0.035
C -0.297 -1.037 -3.949
C -0.107 0.892 -2.336
H -4.248 0.453 0.291
H 1.618 -0.455 -3.092
H 2.497 3.185 -2.308
O 1.233 -0.195 0.740
H 1.642 2.638 -3.841
C 1.504 -2.503 -1.841
O -0.931 -0.224 4.303
H -1.820 2.267 0.457
H 0.820 -0.698 -0.025
H 1.266 -0.833 1.468
H -2.295 -2.384 2.618
H 2.175 -0.738 4.044
O -0.408 1.647 2.465
H -4.013 -0.399 -0.913
H -0.777 1.162 -3.192
H -2.329 1.524 1.534
C 1.771 2.552 -2.784
O -2.695 1.985 0.771
H -0.751 0.722 -1.465
H 3.346 -0.254 0.720
H -0.470 -1.671 -1.634
H 0.602 -0.747 3.705
H -1.360 -1.058 -3.599
C 0.571 -0.429 -2.833
O -2.210 -1.489 2.221
H 1.277 -3.255 -1.040
```

---

# 7
DFT (ωB97M-V/def2-TZVPD) results for an isolated molecule of CH4NOPS.

HOMO-LUMO gap: 9.428 eV
structure (SMILES): O=C(P)NS
E_tot: -24762.4952 eV
HOMO: -8.91 eV
E_LUMO: 0.52 eV
relative energy (zero: lowest compared OMol25 entry of this formula, charge and spin): 0.000 eV

```
9
CH4NOPS | OMol25 | ωB97M-V/def2-TZVPD
H -0.867 -1.383 -0.576
O -0.499 1.709 -0.066
P 1.539 -0.013 -0.559
H 1.528 -0.931 0.489
H 2.078 0.998 0.223
C -0.211 0.550 -0.265
N -1.121 -0.433 -0.350
H -2.570 1.197 -0.060
S -2.817 -0.112 -0.200
```

---

# 8
DFT (ωB97M-V/def2-TZVPD) results for a cluster of 5 separate species, C42H91N5O6 in total.

HOMO-LUMO gap: 8.366 eV
structure (SMILES): CC1(C)CCCC(C)(C)N1O.CC1(C)CCCC(C)(C)N1O.CC1(C)CCCC(C)(C)N1O.CC1(C)CCCC(C)(C)N1O.COCCNCCOC
E_tot: -64753.9080 eV
HOMO: -7.82 eV
E_LUMO: 0.54 eV
relative energy (zero: lowest compared OMol25 entry of this formula, charge and spin): 5.201 eV

```
144
C42H91N5O6 | OMol25 | ωB97M-V/def2-TZVPD
H 0.340 -0.837 -0.444
H -7.247 -3.113 1.079
H 2.828 -8.785 -8.882
O 5.295 -9.796 -9.033
C -6.077 -0.512 0.530
C 3.972 -9.079 -5.723
H -2.021 -0.427 5.992
C 2.316 -4.129 -0.109
H -0.828 0.348 8.366
C 7.692 -9.762 -7.671
C -6.990 -0.911 -0.643
H 3.024 -1.452 -0.401
H -1.918 -0.447 9.764
H 5.741 -12.123 -7.866
C 6.250 -11.777 -6.966
C 4.091 10.270 -1.154
H 7.223 -12.266 -6.949
C -5.444 2.134 9.819
H 1.469 2.621 -0.344
C -9.047 0.730 2.651
H 3.843 -7.661 -8.074
H -6.387 2.034 9.281
H -4.170 -1.137 9.272
C -2.767 -0.304 6.777
H 4.052 11.785 -5.260
H -3.452 0.882 11.390
C -8.261 -1.648 -0.212
H 3.229 -4.171 -0.703
C 3.861 -9.552 -7.143
H -9.662 -0.761 -1.677
H 3.156 11.299 -3.941
C 1.024 2.346 0.612
N 5.268 -9.505 -7.670
H -2.463 -1.120 7.432
N 0.835 -0.135 0.087
H 1.943 2.069 1.128
C 6.355 -10.159 -6.917
H 6.601 10.022 -0.889
C -8.186 -0.413 1.988
C -7.829 -1.567 2.963
H 4.485 12.384 -3.720
H -5.749 1.938 10.847
H 4.962 10.287 -6.582
H -3.756 -0.587 6.414
H -3.155 1.944 5.397
H 8.589 -10.080 -7.139
H 3.865 -7.999 -5.622
H 2.360 0.030 1.499
N -3.929 1.434 8.060
H -5.101 3.155 9.655
H -2.856 2.304 10.499
C 6.503 10.505 -4.148
H -2.347 3.085 6.540
H 1.961 4.585 1.447
H 7.747 -10.092 -8.708
H 7.988 10.722 -2.781
H 4.015 11.219 -1.687
H -8.604 -2.332 2.897
O 1.614 -2.872 -0.011
H 6.677 11.663 -2.291
H -0.311 0.810 1.389
C -2.681 1.098 7.414
C 4.934 7.897 -1.173
H 4.600 10.661 -0.273
H -0.910 2.087 8.505
H 0.493 4.996 2.397
H -5.699 -0.348 8.903
H -1.529 1.854 5.610
H -10.102 0.458 2.664
H -6.889 -2.036 2.672
C 4.988 9.185 -1.977
H 5.207 -8.928 -9.434
H 7.071 -10.244 -4.982
H 0.509 5.131 0.605
H -7.095 0.005 -1.224
C 1.670 -0.756 1.193
C 4.195 11.465 -4.228
H 5.057 -9.177 -3.860
C -4.347 1.136 9.447
C -3.118 1.249 10.419
C 3.297 -10.939 -7.263
H 6.678 -8.578 -5.556
H 3.572 -11.439 -8.191
H -6.222 0.353 2.544
H 3.128 -9.499 -5.175
H -6.932 1.287 1.376
C 0.144 1.124 0.449
C -4.807 -0.291 9.528
H -5.826 -1.513 0.881
H -8.643 -2.096 -2.423
H 1.589 -4.810 -0.551
H -9.926 -2.316 -1.365
H 7.077 8.662 -1.895
H -8.999 1.683 2.125
H -5.117 2.590 7.380
H -5.131 -0.065 0.225
H 3.444 7.725 -3.321
H 4.739 -10.695 -4.575
H 3.594 -11.580 -6.433
H 5.601 8.651 -5.852
H 2.219 -10.803 -7.359
C 6.902 10.676 -2.696
C 6.423 9.532 -1.847
H 3.269 -2.148 1.230
H 5.146 8.116 -0.127
O -10.192 -1.338 1.175
N -8.873 -0.816 0.795
H -7.781 -1.273 4.011
C 3.117 -8.451 -7.885
H 7.250 9.876 -4.633
C 6.365 -9.621 -5.533
C 5.010 10.114 -4.350
H 5.553 7.075 -1.533
O 3.290 8.663 -3.458
H -5.306 -0.484 10.478
C -9.068 -1.662 -1.518
O 0.343 3.264 1.458
H -7.541 -3.641 -0.661
H 2.245 -8.201 -7.281
C -2.425 2.052 6.199
C -6.813 0.235 1.635
H -0.700 1.374 -0.193
H 3.923 7.515 -1.314
C 0.871 4.572 1.468
H 5.758 -12.122 -6.057
H -8.830 1.052 3.669
H -9.907 -2.112 1.665
H -8.780 -3.507 0.429
H 2.394 -4.623 0.859
H 3.078 9.952 -0.906
C -1.887 0.637 9.874
H 6.767 11.481 -4.556
H 1.001 -1.081 1.990
C -7.845 -3.009 0.174
N 4.614 9.086 -3.395
C 4.903 9.488 -5.843
C 5.054 -9.682 -4.826
H -6.390 -1.498 -1.339
C -1.517 1.182 8.501
H 3.913 9.039 -5.930
O -5.012 1.660 7.168
C 2.531 -1.850 0.486
H -1.130 0.881 10.619
H 7.830 -8.681 -7.645
```